[1]
C17H26ClIrNO as an isolated structure at a distorted geometry. Source: the OMol25 dataset; level of theory: the ωB97M-V functional and the def2-TZVPD basis.

```
47
Properties=species:S:1:pos:R:3:forces:R:3
C 0.019576 0.100316 -5.098704 0.05 0.29 -1.51
C 1.403580 0.672825 -5.409146 0.12 -0.02 0.34
C -0.190988 -1.218852 -5.843495 -0.05 -0.22 0.26
C -1.061865 1.113518 -5.478006 -0.14 0.02 0.31
Cl -0.094963 -0.205701 -3.295475 -0.04 -0.06 0.08
H -0.138686 -1.054835 -6.924455 0.03 0.20 0.16
H -1.181220 -1.643340 -5.636279 0.27 0.03 0.07
H 0.593192 -1.945311 -5.596329 -0.25 0.11 0.06
H 1.508514 0.866791 -6.481365 -0.23 -0.11 0.10
H 2.194131 -0.034332 -5.131761 -0.13 0.20 0.05
H 1.550173 1.629529 -4.895211 0.06 -0.24 0.00
H -1.038823 1.318211 -6.552559 0.17 -0.17 0.09
H -0.891300 2.068309 -4.967278 -0.14 -0.21 -0.01
H -2.062600 0.730370 -5.244771 0.21 0.14 0.05
C 1.380642 -1.775428 1.815951 1.44 -0.56 0.65
C 1.032923 -2.925387 1.030468 1.21 -0.50 0.46
C 1.067278 -2.540508 -0.352340 1.12 -0.15 -0.05
H 0.777531 -3.920790 1.397034 0.14 0.43 -0.04
C 1.425765 -1.152386 -0.418409 2.06 -0.11 0.10
C 1.619864 -0.676862 0.920300 1.89 -0.06 -0.24
H 1.906321 0.333812 1.179880 0.03 -0.33 -0.11
H 1.455761 -1.750516 2.900346 0.04 -0.07 -0.32
H 0.846562 -3.185873 -1.196324 -0.03 0.18 0.12
H 1.536967 -0.555520 -1.315273 -0.08 -0.11 0.09
C -1.726512 0.382335 1.284806 -1.45 0.73 -0.16
C -2.070498 -0.760488 2.098993 -1.57 0.50 0.18
C -2.575052 -1.784478 1.211028 -1.31 0.66 0.98
H -1.954659 -0.833930 3.175721 -0.23 -0.03 -0.26
C -2.538889 -1.286070 -0.134490 -0.81 0.59 0.19
C -1.969118 0.040002 -0.100738 -1.89 0.99 0.86
H -1.761501 0.683704 -0.941137 -0.07 -0.01 -0.08
H -1.343311 1.336605 1.610645 -0.13 -0.17 -0.02
H -2.945767 -2.757088 1.518101 0.14 0.18 -0.05
H -2.866210 -1.827834 -1.020210 0.25 0.16 0.22
Ir -0.463851 -1.291928 0.668104 -0.82 -2.71 -3.15
C -0.623269 2.339186 5.077411 -0.48 -0.72 0.32
N 0.761578 1.915747 4.971344 -1.05 0.99 1.56
C 1.601420 1.967290 6.164815 0.06 -0.08 -0.21
C 1.283503 1.579217 3.760956 1.43 -1.16 -2.45
O 0.603360 1.327015 2.774814 0.42 0.85 1.70
H -0.709991 3.436373 4.969687 0.23 -0.24 0.02
H -0.979283 2.045914 6.077018 0.08 0.27 -0.32
H -1.230166 1.846572 4.307613 0.28 0.27 0.06
H 1.950639 0.950859 6.415993 -0.06 0.17 -0.18
H 2.487129 2.590135 5.974411 -0.14 -0.11 -0.03
H 1.013259 2.355651 6.988200 0.06 0.08 0.02
H 2.398867 1.497158 3.740093 -0.66 0.10 0.13
```
Positions in Å, forces in eV/Å.

Properties
- net charge = +2
- multiplicity = 6
- E_tot (Ha) = -1356.96425
- energy relative to the best compared isomer or geometry (same formula, charge and spin) (eV) = 0.627
- Kohn-Sham gap (alpha / beta) (eV) = 4.99 / 3.69

[2]
C17H26ClIrNO as an isolated structure at a distorted geometry. Source: the OMol25 dataset; level of theory: the ωB97M-V functional and the def2-TZVPD basis.

```
47
Properties=species:S:1:pos:R:3:forces:R:3
C 0.076686 0.305021 -5.839709 -0.11 -0.16 0.59
C 1.445076 0.768289 -5.572160 0.60 0.16 0.13
C -0.159798 -1.102384 -6.198596 -0.10 -0.59 -0.02
C -1.055917 1.241467 -5.784325 -0.50 0.35 0.14
Cl -0.897362 -2.060821 -1.542920 -0.53 -0.79 -3.04
H -0.136880 -1.258832 -7.287870 -0.02 -0.12 0.06
H -1.142388 -1.449594 -5.845405 0.14 0.07 -0.17
H 0.601739 -1.762805 -5.757268 -0.11 0.11 -0.20
H 1.954876 1.108836 -6.487774 0.06 0.01 0.11
H 2.061242 -0.040491 -5.152431 -0.03 0.14 -0.13
H 1.464267 1.609228 -4.865353 0.00 -0.05 -0.17
H -1.291551 1.668855 -6.771286 -0.06 0.06 0.09
H -0.860152 2.081025 -5.101519 0.00 -0.08 -0.22
H -1.969613 0.737164 -5.434586 0.11 0.10 -0.15
C 1.034619 -1.629096 1.805308 1.20 0.11 0.53
C 0.848829 -2.842339 1.035333 0.50 -0.28 0.85
C 1.536655 -2.653788 -0.216718 1.08 -0.30 -0.15
H 0.366610 -3.755894 1.383877 0.60 0.18 -0.01
C 1.902011 -1.304804 -0.325275 0.41 -0.66 -0.64
C 1.512500 -0.625378 0.865818 0.74 0.01 1.49
H 1.705174 0.415304 1.118729 0.09 -0.46 -0.27
H 0.860748 -1.491213 2.869770 0.07 -0.13 -0.37
H 1.716649 -3.442968 -0.940897 -0.23 0.34 0.00
H 2.388244 -0.833566 -1.185317 -0.37 -0.24 0.31
C -1.588914 0.379803 1.226930 -0.78 0.30 1.28
C -1.719591 -0.798607 2.061217 -0.79 0.66 0.86
C -2.416078 -1.789010 1.268494 -0.28 0.11 0.79
H -1.344040 -0.925956 3.075750 -0.22 0.01 -0.39
C -2.975234 -1.102538 0.135610 -1.21 0.39 -0.11
C -2.431964 0.186475 0.080868 -0.56 -0.14 -0.21
H -2.601681 0.923634 -0.707648 0.16 -0.37 0.26
H -1.084958 1.296831 1.507468 -0.24 -0.16 -0.15
H -2.534359 -2.842629 1.512054 -0.39 0.43 0.17
H -3.673604 -1.540815 -0.570848 0.38 0.09 0.01
Ir -0.494157 -1.293793 0.455942 0.29 0.61 -1.70
C -0.597524 2.285180 4.975189 -0.49 -0.46 0.53
N 0.791489 1.884156 4.986881 -1.18 0.99 1.11
C 1.555254 1.938033 6.218850 -0.30 0.04 0.45
C 1.412997 1.635781 3.811636 1.30 -0.71 -3.11
O 0.855185 1.707404 2.709024 0.51 0.12 2.39
H -0.696652 3.345476 4.712091 0.20 0.04 -0.12
H -0.995527 2.152993 5.982307 0.00 0.04 -0.13
H -1.164773 1.687396 4.254914 0.20 0.20 -0.03
H 1.979687 0.954747 6.451757 0.03 -0.07 -0.18
H 2.390512 2.642662 6.128666 -0.04 -0.02 -0.16
H 0.892801 2.238465 7.034996 0.21 -0.03 -0.22
H 2.478880 1.353087 3.918403 -0.35 0.16 -0.09
```
Positions in Å, forces in eV/Å.

Properties
- net charge = +2
- multiplicity = 6
- E_tot (Ha) = -1356.98730
- energy relative to the best compared isomer or geometry (same formula, charge and spin) (eV) = 0.000
- Kohn-Sham gap (alpha / beta) (eV) = 3.02 / 3.37